Here is 3 unconnected molecules or ions with the total composition C34H41ClF2N2O4S in a non-equilibrium geometry from the Open Molecules 2025 dataset. Energies are from ωB97M-V/def2-TZVPD.

XYZ file:
```
85
Properties=species:S:1:pos:R:3:mulliken_charge:R:1
Cl 0.20155 -3.64351 0.76646 -0.20
S -3.72609 3.40952 -0.15016 -0.26
F -8.57880 -3.17842 4.89178 -0.31
F 8.43753 -0.80745 -0.30372 -0.36
O 0.93415 1.07608 -2.09927 -0.48
O -3.89785 -3.43178 -1.93464 -0.36
O 3.92778 -0.02880 -3.10275 -0.31
O -4.37673 -2.94269 0.34851 -0.63
N -0.65044 1.39788 2.90038 -0.59
N 0.07533 2.74101 0.10551 -0.19
C -2.79711 -1.89343 -3.52036 -0.70
C 1.03293 -1.96777 -2.03964 -0.75
C 0.56625 0.40833 -0.87001 -0.09
C 3.19372 1.20301 -3.29524 -0.71
C 9.79365 1.07106 3.09034 -0.45
C 2.27782 1.60963 -2.00864 -0.11
C 0.60045 -1.12628 -0.72569 0.34
C -0.68516 2.79301 2.60807 -0.42
C 0.19096 -1.80893 0.63521 0.37
C -7.72492 -0.69565 1.73068 -0.69
C -3.08968 5.10717 0.36723 -0.59
C -1.57965 5.37968 -0.09875 -0.59
C -0.20026 -0.88593 1.80698 -0.46
C -7.32082 -2.73551 2.94861 -0.53
C -0.25747 0.69786 1.70828 0.32
C -8.29988 -2.36725 3.85862 0.32
C 5.41686 -0.06949 -1.12341 -0.40
C 10.13320 0.40049 0.80090 -0.42
C -4.31131 -5.33635 -0.22755 -0.83
C -3.60795 -2.01561 -2.10511 -0.28
C 0.11837 1.32446 0.34608 0.42
C 5.30998 0.19919 -2.73120 -0.35
C -8.99617 -1.17663 3.72072 -0.45
C 8.07789 -0.16593 1.93538 -0.28
C -0.36476 -2.46894 -2.70698 -0.30
C 8.88100 -0.19360 0.80581 0.36
C -0.48383 5.07684 1.06899 -0.69
C -0.35521 3.47405 1.24871 0.39
C -8.70262 -0.33378 2.65347 -0.30
C 10.58926 1.04117 1.94838 -0.38
C -4.18083 -3.76118 -0.58712 0.73
C -1.32700 -1.26988 -3.16316 -0.24
C -7.03511 -1.89769 1.87523 0.06
C 8.53914 0.46544 3.08607 -0.39
H -0.78129 5.57390 2.05174 0.36
H -0.94571 -0.77978 -4.12636 0.27
H 3.84840 2.09562 -3.62238 0.38
H 5.71804 1.22888 -3.01356 0.26
H -5.09956 -5.48915 0.58495 0.25
H -6.27594 -2.18002 1.15288 0.36
H -1.51723 -0.47328 -2.36761 0.10
H 11.56435 1.51683 1.95207 0.35
H 10.74273 0.35981 -0.09429 0.40
H -3.81904 5.86946 -0.11114 0.36
H -0.12927 -3.09114 -3.65136 0.40
H 5.20901 0.92041 -0.58201 0.24
H 0.54744 5.42251 0.67406 0.30
H -0.99126 3.49031 3.47663 0.27
H 7.10123 -0.63548 1.91054 0.42
H 1.60840 -2.88582 -1.65797 0.43
H -4.56401 -1.36301 -2.17505 0.34
H -2.61440 -2.95547 -3.91734 0.31
H 6.46714 -0.40336 -0.81362 0.02
H 7.92210 0.48637 3.97804 0.36
H 4.61743 -0.87517 -0.90423 0.16
H -2.99133 -1.56757 -1.24863 0.21
H 2.28791 2.76725 -1.93119 0.28
H 2.85798 1.25295 -1.07125 0.16
H 1.63201 -1.35006 -2.78774 0.00
H -9.23593 0.60459 2.54155 0.37
H -0.87340 -3.11410 -1.89074 0.02
H -9.76019 -0.91522 4.44360 0.40
H -6.78909 -3.67052 3.08234 0.42
H -3.26131 -5.67939 0.06909 0.23
H 5.99326 -0.57289 -3.25956 0.28
H -0.50462 -1.37711 2.79611 0.34
H -1.33742 4.81242 -1.07348 0.30
H 10.15091 1.56725 3.98721 0.36
H -7.49853 -0.04019 0.89544 0.41
H -4.59558 -5.85214 -1.22232 0.29
H 2.47049 1.00875 -4.18125 0.25
H -3.38378 -1.22791 -4.23887 0.35
H -1.49548 6.50217 -0.37872 0.32
H -4.76198 3.15544 0.76312 0.14
H -3.26064 5.19044 1.49828 0.33
```

Its HOMO energy is -0.308 Eh. Its HOMO-LUMO gap is 0.2773 hartree. The multiplicity is 1. For the electronic energy, the calculation gives -2788.4260 hartree. Its structure (SMILES) is CCOCCOc1c(CCCCCOC(C)=O)c(Cl)cc2ncc(CCCS)nc12.Fc1ccccc1.Fc1ccccc1. As for the maximum force: 6.1 eV/A.